A 2-piece molecular cluster, C3H10N2S overall. Source: the OMol25 dataset; level of theory: ωB97M-V/def2-TZVPD.

Calculated values
Net charge   0
SMILES   [H]/N=C/NC.CS
Energy relative to the best compared isomer or geometry (same formula, charge and spin)   7.37 kcal per mole
HOMO-LUMO gap   9.65 eV
Max |F|   0.36 eV Å⁻¹
E_LUMO   0.90 eV

The geometry in XYZ format:
```
16
Properties=species:S:1:pos:R:3:lowdin_charge:R:1
C -1.6492 1.3102 -0.7625 -0.486
S -0.8732 0.2087 -1.9741 0.616
H -1.1625 2.2780 -0.8294 0.021
H -2.7171 1.4145 -0.9200 0.019
H -1.4863 0.9095 0.2335 0.004
H -1.0925 -0.9280 -1.2991 -0.174
C 2.2886 0.6964 1.4365 -0.100
N 1.1263 0.0616 0.8420 -0.071
C 0.4497 -0.9182 1.5009 -0.346
N -0.3787 -1.7008 0.9308 0.055
H 2.5033 1.6211 0.9019 0.080
H 2.0622 0.9838 2.4600 0.077
H 3.1865 0.0777 1.4177 0.077
H 1.0903 0.0002 -0.1697 0.072
H 0.6582 -0.9300 2.5727 0.122
H -0.7984 -2.3081 1.6265 0.034
```